# 1
Density functional theory data (ωB97M-V with the def2-TZVPD basis set) for a structure of composition C28H27As2F5N2RuS4.

Last column: Mulliken spin population.
Geometry (Å):
Ru -0.376 -0.751 -0.053  0.939
As 0.075 1.703 -0.404  -0.023
As 0.303 -4.240 -0.678  0.005
S -0.094 -2.502 -1.837  0.062
S 2.016 -0.734 0.723  0.005
S -2.743 -0.206 -1.316  -0.006
S -1.526 -1.586 1.916  -0.022
F 0.124 -2.446 6.632  0.000
F 1.388 -0.017 6.782  0.001
F 1.257 1.695 4.654  -0.001
F -0.079 1.002 2.419  0.008
F -1.176 -3.161 4.368  0.000
N -4.301 -1.578 0.303  0.000
N -4.278 -2.248 -1.905  0.000
C -0.029 0.134 3.456  -0.001
C 0.086 -1.603 5.602  -0.003
C -1.083 -4.744 0.604  -0.005
C -1.196 1.538 -4.409  0.003
C -1.325 6.137 0.471  0.000
C 2.016 1.889 -0.133  0.029
C 2.766 0.789 0.313  -0.010
C 1.038 0.773 -2.963  -0.008
C 0.023 1.495 -2.337  -0.013
C -0.911 5.784 -0.803  0.000
C -0.172 0.835 -5.028  -0.012
C -0.547 3.528 -0.065  0.023
C -1.373 5.182 1.472  0.000
C 2.032 -4.313 0.217  -0.002
C 4.796 2.069 0.099  -0.004
C -0.995 3.878 1.205  0.013
C -1.107 1.860 -3.068  -0.003
C 0.725 -0.366 5.683  0.010
C -3.833 -1.438 -0.938  0.000
C 0.661 0.505 4.599  0.001
C -0.518 4.486 -1.074  -0.017
C 2.682 3.064 -0.457  -0.012
C 0.943 0.450 -4.304  0.006
C -0.588 -1.961 4.443  0.014
C 4.155 0.892 0.431  0.011
C 0.326 -5.727 -1.937  0.011
C -0.654 -1.108 3.335  -0.004
C 4.062 3.159 -0.346  0.007
H -0.187 4.207 -2.070  0.000
H 2.147 -3.467 0.898  0.000
H 1.736 -0.105 -4.783  0.000
H -1.614 7.154 0.681  0.000
H -1.047 3.128 1.984  -0.005
H -1.706 5.450 2.463  0.000
H 0.379 -6.670 -1.392  -0.001
H -0.247 0.586 -6.075  -0.001
H -0.984 -4.190 1.536  0.004
H -4.926 -2.330 0.555  0.000
H -0.985 -5.811 0.797  0.000
H 4.570 4.073 -0.615  0.001
H -5.013 -2.914 -1.726  0.000
H -3.908 -1.018 1.045  0.001
H -2.071 1.832 -4.971  0.000
H 1.194 -5.647 -2.593  0.001
H -3.979 -2.105 -2.856  0.000
H -0.586 -5.703 -2.539  0.001
H -0.894 6.520 -1.592  0.000
H 4.718 0.036 0.771  0.001
H 5.870 2.136 0.185  0.000
H 2.107 3.918 -0.800  0.000
H -1.918 2.391 -2.577  -0.001
H 1.916 0.473 -2.396  0.000
H 2.112 -5.250 0.768  0.000
H -2.064 -4.542 0.172  -0.001
H 2.809 -4.269 -0.549  0.000

F_max = 0.039 Eh/bohr
spin multiplicity = 2
HOMO-LUMO gap (spin up / spin down) = 5.6 / 5.9 eV
HOMO level (spin up / spin down) = -10.005 / -9.937 eV
⟨S²⟩ = 1.014
net charge = +1
LUMO level (spin up / spin down) = -4.4 / -4.0 eV



# 2
Density functional theory data (ωB97M-V with the def2-TZVPD basis set) for a cluster of 2 separate species, C6H17N3 in total.

Last column: natural (NBO) charge in e.
Geometry (Å):
N -1.880 0.559 -2.127  -0.379
N 2.062 -0.314 3.034  -0.463
N 2.331 -1.431 0.943  -0.776
C -2.790 -0.558 -2.239  -0.446
C 0.532 0.193 -1.895  -0.358
C -2.544 1.665 -1.409  -0.441
C 3.399 0.098 3.418  -0.430
C 1.635 -0.911 2.012  0.393
C -0.708 0.122 -1.388  -0.063
H 3.392 0.270 4.491  0.263
H 3.346 -1.499 0.948  0.433
H -3.416 1.401 -0.641  0.284
H -1.538 0.704 -3.060  0.451
H -2.318 -1.444 -2.796  0.259
H 0.901 0.137 -2.902  0.255
H 1.865 -2.187 0.418  0.437
H 3.602 1.047 3.088  0.242
H 4.086 -0.620 3.042  0.226
H 1.283 0.035 -1.076  0.228
H 1.281 -0.264 3.749  0.452
H -3.098 2.102 -2.322  0.249
H -0.933 -0.361 -0.404  0.223
H -2.946 -1.110 -1.349  0.238
H -1.847 2.386 -1.153  0.245
H -3.741 -0.097 -2.617  0.253
H 0.521 -1.177 1.999  0.224

F_max = 0.100 Eh/bohr
HOMO-LUMO gap = 11.4 eV
HOMO level = -17.635 eV
relative energy (zero: lowest compared OMol25 entry of this formula, charge and spin) = 7.1 kcal per mole
net charge = +2
LUMO level = -6.2 eV